(1)
15
Properties=species:S:1:pos:R:3:forces:R:3:mulliken_spin:R:1 method="wB97M-V/def2-TZVPD" relative_energy_kj_mol=213.8 s2=0.7538 lumo_ev="3.88 / 3.83" spin_multiplicity=2 homo_lumo_gap_ev="3.59 / 6.43" charge=-1
C 1.7697 -0.3383 0.3915 2.8 1.5 1.4 0.140
C 1.3449 1.6767 -0.8370 1.8 0.8 -2.2 0.512
N 1.1357 1.0448 0.2669 0.1 -3.8 2.8 0.309
H 1.0662 -1.1456 0.3680 -0.7 -0.6 -1.0 0.033
H 2.7213 -0.5160 -0.2852 -1.9 0.2 0.6 -0.019
H 2.2299 -0.6027 1.4395 -0.7 1.1 -1.2 -0.042
H 0.5349 2.0541 -1.3897 -1.4 1.1 -0.8 -0.001
H 2.2970 1.7399 -1.4245 -0.2 -0.5 0.4 0.032
O -1.7082 -2.2805 1.0134 0.3 1.8 -1.5 -0.007
C -1.7213 -1.0549 0.8495 -1.4 -1.5 2.2 -0.017
C -1.9499 -0.1699 -0.2911 3.4 -0.2 -1.8 0.086
H -1.8054 -0.4784 1.7499 0.6 0.5 1.3 0.003
H -2.9339 -0.1998 -0.6006 -2.4 -0.2 -0.5 -0.009
H -1.6279 0.8852 -0.1269 0.0 -1.0 0.1 -0.005
H -1.3529 -0.6147 -1.1237 -0.3 0.7 0.2 -0.017


(2)
15
Properties=species:S:1:pos:R:3:forces:R:3:mulliken_spin:R:1 method="wB97M-V/def2-TZVPD" relative_energy_kj_mol=30.6 s2=0.7537 lumo_ev="4.37 / 4.30" spin_multiplicity=2 homo_lumo_gap_ev="3.95 / 7.27" charge=-1
C -0.5287 0.0669 -1.7556 -1.2 0.1 -0.1 -0.055
N -1.3285 0.0037 -0.5143 0.1 -0.8 -0.6 0.222
C 0.4131 -1.4916 0.6637 -0.4 0.5 0.0 -0.029
C -0.4714 -0.2327 0.7027 0.2 1.8 -0.5 0.000
C 0.4467 0.9922 0.8724 -0.3 -0.4 0.4 0.548
O 1.5711 1.0649 0.2503 0.3 -0.1 -0.2 0.283
H -0.3286 1.0958 -2.0311 0.8 0.2 0.5 0.017
H 0.3499 -0.5640 -1.6632 0.4 0.3 -0.4 -0.004
H -1.1559 -0.2395 -2.6103 0.1 -0.5 0.3 -0.009
H -1.9256 -0.8222 -0.6175 0.0 0.1 0.1 -0.050
H 0.5134 -1.8080 1.7023 0.1 -0.4 -0.1 -0.014
H 0.0189 -2.2693 0.0069 -0.1 -0.3 0.2 0.006
H 1.3889 -1.1763 0.2908 0.0 -0.1 0.0 0.013
H -1.2466 -0.2257 1.4774 0.4 -0.3 0.4 0.065
H 0.1952 1.7633 1.6143 -0.3 -0.1 0.0 0.008


(3)
15
Properties=species:S:1:pos:R:3:forces:R:3:lowdin_charge:R:1 method="wB97M-V/def2-TZVPD" relative_energy_kj_mol=118.7 lumo_ev=0.86 spin_multiplicity=1 smiles="CCNC(C)=O" homo_lumo_gap_ev=10.20 charge=0
C 0.1546 -1.4790 1.4096 0.3 -1.2 -0.4 -0.108
C 0.4636 -1.1290 -0.1225 -3.3 -1.2 1.8 -0.224
N -0.7000 -0.2945 -0.5791 -1.7 -0.9 -1.4 0.003
C -0.7801 1.0674 -0.9756 -1.5 -0.6 -1.3 -0.462
C 0.3364 2.0215 -0.4985 -1.2 -0.5 -0.2 0.001
O -1.7658 1.4562 -1.6489 2.4 -0.8 1.9 -0.008
H 1.0386 -1.9854 1.9298 -1.1 0.7 -0.7 0.076
H -0.6983 -2.2459 1.3914 1.1 1.1 0.2 0.078
H -0.1842 -0.5985 2.0077 0.4 -0.6 -0.6 0.066
H 1.3663 -0.6444 -0.2781 1.6 1.1 -0.2 0.067
H 0.5162 -2.1242 -0.6591 -0.2 1.3 0.2 0.119
H -1.6025 -0.8912 -0.8347 2.7 2.1 0.5 0.189
H 1.1281 2.1976 -1.1840 0.6 -0.4 -1.1 0.068
H -0.0573 3.0163 -0.3415 -0.5 0.0 0.3 0.081
H 0.7844 1.6330 0.3835 0.3 -0.2 1.0 0.054


(4)
15
Properties=species:S:1:pos:R:3:forces:R:3:lowdin_charge:R:1 method="wB97M-V/def2-TZVPD" relative_energy_kj_mol=406.5 lumo_ev=0.63 spin_multiplicity=1 homo_lumo_gap_ev=7.69 charge=0
C 0.3321 -1.4204 -1.1700 -0.1 -0.1 0.0 -0.039
N 0.6647 -0.4409 -0.1173 0.2 0.0 -0.2 -0.193
C 0.2078 0.9645 -0.4047 0.0 0.1 -0.1 -0.073
C -0.8180 0.8959 0.7468 -0.1 0.0 -0.3 -0.447
O -0.7289 1.9480 1.6883 0.1 0.0 0.2 -0.073
C -0.1677 -0.3958 1.1918 -0.2 -0.2 -0.1 -0.096
H 0.9524 -1.2581 -2.0593 -0.1 0.0 0.2 0.093
H 0.5032 -2.4274 -0.7821 0.0 0.1 0.0 0.094
H -0.7230 -1.3105 -1.4281 0.1 0.0 0.1 0.100
H -0.1740 1.0536 -1.4261 0.1 0.0 0.1 0.117
H 1.0116 1.6862 -0.2434 -0.1 -0.1 0.0 0.125
H -1.8580 0.9094 0.3869 0.2 -0.1 0.1 0.130
H -0.0729 1.6028 2.3157 -0.1 0.1 0.0 0.071
H 1.6649 -0.5129 0.0647 -0.2 0.1 0.0 0.148
H -0.7942 -1.2945 1.2368 0.1 0.1 0.0 0.041


(5)
15
Properties=species:S:1:pos:R:3:forces:R:3:lowdin_charge:R:1 method="wB97M-V/def2-TZVPD" relative_energy_kj_mol=492.2 lumo_ev=-0.22 spin_multiplicity=1 homo_lumo_gap_ev=7.50 charge=0
C -0.1805 1.3780 -1.5718 1.9 -0.8 0.6 -0.010
C 0.7430 0.2747 -1.7853 -2.5 -2.6 -2.2 -0.109
C 0.3248 -1.0555 -1.4371 0.3 1.5 0.1 -0.084
C -0.0701 -1.2310 -0.0879 -1.2 0.1 1.5 -0.601
N -0.4692 -2.5284 0.3124 0.6 -0.3 -0.7 0.102
O -0.0502 -0.3531 0.7940 0.3 -0.2 -0.7 -0.033
H -0.0878 2.2848 -2.1553 0.7 0.2 0.5 0.088
H -1.1892 1.1625 -1.2381 0.3 -0.3 0.0 0.103
H 0.5875 1.1720 -0.6632 -0.9 1.6 1.0 0.159
H 1.7359 0.3613 -2.2309 -0.5 0.6 -0.6 0.124
H 0.2466 -1.8928 -2.1211 1.3 0.1 0.0 0.095
H -0.3434 -3.1987 -0.4446 -0.1 0.1 0.3 0.073
H 0.0994 -2.8309 1.0975 -0.4 0.1 0.2 0.092
H -0.6227 2.8725 5.8566 0.0 0.0 0.0 0.001
H -0.7240 3.5846 5.6746 0.0 0.0 0.0 -0.001


(6)
15
Properties=species:S:1:pos:R:3:forces:R:3:lowdin_charge:R:1 method="wB97M-V/def2-TZVPD" relative_energy_kj_mol=603.3 lumo_ev=0.67 spin_multiplicity=1 homo_lumo_gap_ev=7.58 charge=0
C -1.7050 -0.5207 -0.2809 -0.3 -0.1 0.0 -0.047
C -0.5061 1.2717 -0.0135 0.0 0.0 0.1 -0.368
O -0.4131 1.6366 1.1626 0.0 -0.1 -0.3 -0.037
C 0.2271 0.1049 -0.4779 -0.3 0.0 0.0 -0.272
C 2.0653 0.1473 -0.0189 0.6 0.0 0.2 -0.058
N 0.8953 -0.5559 0.5986 -0.2 0.0 0.0 -0.007
H -2.2045 -0.3531 0.6774 0.1 0.0 -0.1 0.038
H -2.3521 -0.2048 -1.1043 0.1 0.0 0.1 0.031
H -1.4855 -1.5896 -0.4001 0.0 0.2 0.0 0.026
H -1.0454 1.8465 -0.7792 0.1 -0.1 0.1 0.136
H 0.5629 -0.0691 1.4502 0.1 -0.1 -0.1 0.156
H 0.3010 -0.2619 -1.4885 0.0 0.1 0.2 0.136
H 2.5634 0.7723 0.7186 -0.1 -0.1 -0.1 0.051
H 2.7121 -0.5766 -0.5116 -0.1 0.1 0.0 0.046
H 0.8391 -1.5722 0.6782 0.0 0.2 -0.1 0.170


(7)
15
Properties=species:S:1:pos:R:3:forces:R:3:lowdin_charge:R:1 method="wB97M-V/def2-TZVPD" relative_energy_kj_mol=257.2 lumo_ev=1.02 spin_multiplicity=1 smiles=COC[C@H]1CN1 homo_lumo_gap_ev=10.43 charge=0
C 2.2333 0.5298 -0.0318 0.2 0.0 0.0 -0.108
O 0.8240 0.5349 -0.0511 -0.1 0.0 0.0 -0.208
C 0.2596 -0.7522 0.0720 -0.2 -0.2 0.0 -0.198
C -1.2584 -0.6835 -0.0509 0.1 -0.5 -0.1 -0.309
C -2.0411 0.4796 0.4183 0.3 -0.6 0.7 -0.150
N -1.8173 0.2602 -1.0030 0.1 0.2 -0.2 0.031
H 2.6524 -0.0664 -0.8579 -0.1 0.1 0.1 0.090
H 2.6262 0.1306 0.9161 -0.1 0.0 -0.1 0.090
H 2.5646 1.5659 -0.1417 -0.1 -0.2 0.0 0.090
H 0.5702 -1.2209 1.0216 -0.1 0.1 -0.1 0.127
H 0.6328 -1.3991 -0.7430 0.0 0.1 0.1 0.127
H -1.7358 -1.6519 0.0157 0.0 -0.2 -0.4 0.128
H -1.3664 1.0626 1.0218 -0.3 1.1 -0.2 0.100
H -3.0712 0.3453 0.7507 0.4 0.1 0.0 0.103
H -1.0730 0.8652 -1.3370 0.0 0.0 0.0 0.088


(8)
15
Properties=species:S:1:pos:R:3:forces:R:3:lowdin_charge:R:1 method="wB97M-V/def2-TZVPD" relative_energy_kj_mol=130.4 lumo_ev=0.89 spin_multiplicity=1 smiles="CCN(C)C=O" homo_lumo_gap_ev=10.27 charge=0
C -1.8264 0.0335 -0.5996 0.2 0.1 -0.2 -0.093
C -0.7128 -0.7422 0.1137 0.6 0.0 -0.5 -0.176
N 0.6184 0.0697 0.1620 -0.5 0.0 0.5 -0.099
C 1.7962 0.2323 -0.7658 -0.4 -0.2 0.1 -0.045
C 0.5761 0.8681 1.2601 -0.2 0.0 0.2 -0.366
O -0.3572 0.8481 2.0410 0.3 0.5 0.4 -0.012
H -2.1469 0.9100 -0.0221 0.3 -0.2 -0.1 0.074
H -1.4480 0.3636 -1.5662 -0.2 0.1 -0.1 0.064
H -2.7285 -0.5730 -0.7716 0.4 0.0 0.1 0.076
H -1.0997 -0.9755 1.1293 1.1 0.4 -0.5 0.113
H -0.5037 -1.7042 -0.3465 0.1 0.1 -0.4 0.102
H 2.4338 -0.6584 -0.8748 -0.6 0.0 0.2 0.076
H 2.4805 1.0139 -0.3766 -0.7 -0.4 0.2 0.079
H 1.5466 0.5736 -1.7807 -0.4 -0.2 0.3 0.076
H 1.4319 1.5487 1.4212 0.0 -0.2 -0.2 0.130


Repeat the seventh record exactly.
15
Properties=species:S:1:pos:R:3:forces:R:3:lowdin_charge:R:1 method="wB97M-V/def2-TZVPD" relative_energy_kj_mol=257.2 lumo_ev=1.02 spin_multiplicity=1 smiles=COC[C@H]1CN1 homo_lumo_gap_ev=10.43 charge=0
C 2.2333 0.5298 -0.0318 0.2 0.0 0.0 -0.108
O 0.8240 0.5349 -0.0511 -0.1 0.0 0.0 -0.208
C 0.2596 -0.7522 0.0720 -0.2 -0.2 0.0 -0.198
C -1.2584 -0.6835 -0.0509 0.1 -0.5 -0.1 -0.309
C -2.0411 0.4796 0.4183 0.3 -0.6 0.7 -0.150
N -1.8173 0.2602 -1.0030 0.1 0.2 -0.2 0.031
H 2.6524 -0.0664 -0.8579 -0.1 0.1 0.1 0.090
H 2.6262 0.1306 0.9161 -0.1 0.0 -0.1 0.090
H 2.5646 1.5659 -0.1417 -0.1 -0.2 0.0 0.090
H 0.5702 -1.2209 1.0216 -0.1 0.1 -0.1 0.127
H 0.6328 -1.3991 -0.7430 0.0 0.1 0.1 0.127
H -1.7358 -1.6519 0.0157 0.0 -0.2 -0.4 0.128
H -1.3664 1.0626 1.0218 -0.3 1.1 -0.2 0.100
H -3.0712 0.3453 0.7507 0.4 0.1 0.0 0.103
H -1.0730 0.8652 -1.3370 0.0 0.0 0.0 0.088